# C29H42N2O5PS2Ti

A structure of composition C29H42N2O5PS2Ti (ωB97M-V/def2-TZVPD, the Open Molecules 2025 dataset).

The geometry in XYZ format:
```
82
C29H42N2O5PS2Ti | the Open Molecules 2025 dataset | ωB97M-V/def2-TZVPD
Ti 1.141 -1.369 -0.177
S 0.859 0.840 -0.963
C 0.581 1.816 0.436
N 0.768 3.092 0.445
C 0.387 3.878 1.640
C -0.873 3.301 2.218
N -0.664 1.864 2.494
C -1.282 1.352 3.754
C -0.651 2.023 4.944
C -1.393 2.904 5.722
C -0.806 3.524 6.817
C 0.522 3.270 7.126
C 1.267 2.390 6.350
C 0.681 1.764 5.261
C 0.049 1.153 1.681
S 0.457 -0.485 1.969
C 1.295 3.885 -0.706
C 0.208 4.777 -1.244
C 0.342 6.158 -1.163
C -0.662 6.981 -1.657
C -1.800 6.425 -2.220
C -1.937 5.044 -2.301
C -0.934 4.220 -1.817
H 0.221 4.901 1.310
H 1.217 3.855 2.350
H -1.723 3.406 1.538
H -1.108 3.781 3.166
H -1.166 0.272 3.765
H -2.343 1.594 3.680
H -2.436 3.092 5.492
H -1.388 4.198 7.430
H 0.977 3.750 7.982
H 2.296 2.181 6.606
H 1.255 1.053 4.675
H 1.679 3.186 -1.445
H 2.124 4.469 -0.306
H 1.235 6.597 -0.734
H -0.550 8.056 -1.606
H -2.579 7.067 -2.607
H -2.819 4.614 -2.755
H -1.033 3.142 -1.910
C 3.713 -3.942 1.437
C 3.863 -2.606 0.834
C 5.181 -1.955 0.755
O 2.855 -2.017 0.358
H 4.326 -4.030 2.335
H 4.127 -4.662 0.720
H 2.674 -4.193 1.638
H 5.914 -2.664 0.362
H 5.509 -1.735 1.778
H 5.161 -1.046 0.161
C 1.074 -6.616 -2.210
C -0.019 -5.639 -2.565
C -0.214 -5.486 -4.052
C -1.294 -5.866 -1.791
O 0.586 -4.273 -2.056
P -0.003 -2.899 -1.858
O 1.138 -1.811 -2.001
O -0.246 -2.572 -0.313
O -1.235 -2.700 -2.712
C -2.219 -1.575 -3.073
C -2.704 -0.969 -1.776
C -1.464 -0.613 -3.959
C -3.312 -2.311 -3.812
H 0.766 -7.609 -2.540
H 1.236 -6.653 -1.134
H 2.005 -6.364 -2.716
H -0.548 -6.446 -4.447
H 0.720 -5.226 -4.547
H -0.977 -4.747 -4.288
H -1.686 -6.847 -2.064
H -2.058 -5.129 -2.038
H -1.112 -5.869 -0.716
H -1.912 -0.422 -1.258
H -3.113 -1.731 -1.114
H -3.502 -0.262 -2.009
H -0.645 -0.125 -3.429
H -2.155 0.158 -4.302
H -1.066 -1.121 -4.836
H -3.800 -3.042 -3.169
H -2.917 -2.815 -4.693
H -4.061 -1.591 -4.141
```

Results
- total charge = +3
- gap between HOMO and LUMO (hartree) = 0.218
- HOMO (eV) = -16.14

# C50H52BrN8O2P2Sr

A structure of composition C50H52BrN8O2P2Sr (ωB97M-V/def2-TZVPD, the Open Molecules 2025 dataset).

The geometry in XYZ format:
```
116
C50H52BrN8O2P2Sr | the Open Molecules 2025 dataset | ωB97M-V/def2-TZVPD
Sr 1.657 -0.582 0.862
O 1.678 -3.249 -2.810
C 1.553 -2.843 -1.645
N 2.435 -2.289 -0.827
C 3.793 -2.220 -1.202
C 4.412 -3.293 -1.839
C 5.768 -3.291 -2.110
C 6.530 -2.193 -1.740
C 5.936 -1.113 -1.108
C 4.564 -1.091 -0.823
N 3.873 -0.006 -0.242
C 4.486 1.146 0.019
O 5.688 1.453 -0.019
C 3.533 2.292 0.351
C 4.066 3.577 0.456
C 3.222 4.642 0.691
C 1.860 4.404 0.820
C 1.421 3.099 0.719
N 2.228 2.064 0.492
C 0.175 -3.039 -1.026
C -0.621 -4.065 -1.523
C -1.843 -4.317 -0.931
C -2.251 -3.525 0.132
C -1.410 -2.511 0.546
N -0.227 -2.263 -0.014
H 3.798 -4.135 -2.126
H 6.220 -4.143 -2.603
H 7.594 -2.170 -1.939
H 6.532 -0.264 -0.819
H 5.134 3.688 0.345
H 3.615 5.648 0.770
H 1.158 5.207 0.998
H 0.367 2.864 0.822
H -0.250 -4.631 -2.366
H -2.474 -5.116 -1.300
H -3.205 -3.665 0.618
H -1.701 -1.868 1.370
C -1.726 3.042 4.982
C -0.372 2.483 4.646
C 0.734 2.668 5.469
C 1.945 2.096 5.132
C 2.002 1.366 3.954
Br 3.637 0.567 3.436
N 0.982 1.191 3.138
C -0.182 1.737 3.495
H -1.654 3.793 5.766
H -2.393 2.253 5.333
H -2.188 3.502 4.108
H 0.641 3.243 6.381
H 2.818 2.189 5.759
H -1.011 1.573 2.815
C 1.365 0.578 -2.466
P -0.265 1.120 -1.834
C -1.365 -0.216 -2.543
N -0.821 -0.903 -3.514
C -1.483 -1.947 -4.062
C -0.842 -2.758 -5.029
C -1.523 -3.804 -5.576
C -2.859 -4.081 -5.188
C -3.485 -3.325 -4.241
C -2.788 -2.245 -3.646
N -3.343 -1.560 -2.625
C -2.674 -0.591 -2.046
P -3.660 -0.136 -0.534
C -2.796 1.208 0.381
C -5.249 0.713 -1.160
C -5.204 2.238 -1.112
C -6.331 0.228 -0.188
C -5.628 0.282 -2.574
C -0.586 2.593 -2.977
C 0.303 3.732 -2.470
C -0.279 2.310 -4.446
C -2.041 3.023 -2.843
H 1.317 0.270 -3.505
H 1.770 -0.261 -1.898
H 2.062 1.408 -2.338
H 0.188 -2.544 -5.272
H -1.039 -4.444 -6.302
H -3.378 -4.919 -5.637
H -4.492 -3.538 -3.907
H -3.425 1.438 1.246
H -2.585 2.123 -0.165
H -1.855 0.801 0.748
H -4.987 2.617 -0.112
H -6.183 2.627 -1.406
H -4.470 2.639 -1.804
H -6.088 0.488 0.844
H -6.440 -0.855 -0.240
H -7.291 0.689 -0.437
H -4.899 0.624 -3.309
H -6.597 0.722 -2.826
H -5.703 -0.799 -2.659
H 1.359 3.462 -2.482
H 0.042 4.007 -1.447
H 0.175 4.612 -3.105
H 0.784 2.149 -4.613
H -0.582 3.173 -5.046
H -0.815 1.434 -4.812
H -2.284 3.242 -1.806
H -2.729 2.259 -3.211
H -2.210 3.936 -3.421
C 0.725 -1.924 3.256
C 1.362 -1.912 4.498
C 0.908 -1.085 5.571
C 1.579 -1.001 6.764
C 2.747 -1.738 6.994
C 3.202 -2.586 5.967
C 2.540 -2.674 4.775
C 3.438 -1.640 8.234
N 3.990 -1.557 9.245
H -0.267 -1.485 3.202
H 0.914 -2.763 2.592
H 0.000 -0.505 5.428
H 1.203 -0.354 7.550
H 4.099 -3.173 6.130
H 2.924 -3.326 3.997
```

Results
- total charge = -1
- gap between HOMO and LUMO (hartree) = 0.188
- HOMO (eV) = -3.72

# H18O9

A cluster of 9 separate species, H18O9 in total at a distorted geometry (ωB97M-V/def2-TZVPD, the Open Molecules 2025 dataset).

The geometry in XYZ format:
```
27
H18O9 | the Open Molecules 2025 dataset | ωB97M-V/def2-TZVPD
O -1.549 -1.998 -2.514
H -1.036 -1.769 -1.844
H -2.448 -1.787 -2.207
O -1.486 -1.850 0.777
H -2.094 -1.416 1.358
H -1.978 -2.804 0.556
O 2.096 1.552 0.031
H 1.358 1.160 -0.449
H 2.862 1.638 -0.624
O -1.443 1.600 -2.639
H -0.614 1.610 -3.163
H -1.655 2.467 -2.393
O 0.404 0.898 3.095
H 1.161 0.873 3.718
H 0.417 0.144 2.553
O 0.919 -1.062 1.533
H 0.259 -1.367 1.057
H 1.194 -1.793 2.161
O 0.025 0.029 -0.948
H -0.421 0.588 -1.598
H -0.470 0.019 -0.246
O 2.601 -1.711 -0.811
H 2.181 -1.159 -1.384
H 2.060 -1.578 -0.009
O -1.163 2.500 1.318
H -0.555 2.145 1.799
H -0.631 3.058 0.885
```

Results
- total charge = 0
- gap between HOMO and LUMO (hartree) = 0.382
- SMILES = O.O.O.O.O.O.O.O.O
- HOMO (eV) = -10.52

# C24H22F2N4O4S

An isolated molecule of C24H22F2N4O4S (ωB97M-V/def2-TZVPD, the Open Molecules 2025 dataset).

The geometry in XYZ format:
```
57
C24H22F2N4O4S | the Open Molecules 2025 dataset | ωB97M-V/def2-TZVPD
C -3.332 -3.030 -1.818
H -4.322 -3.125 -2.256
H -2.775 -3.941 -2.017
H -2.824 -2.197 -2.297
C -3.447 -2.810 -0.312
N -4.190 -1.601 -0.005
C -5.506 -1.707 0.242
C -6.334 -0.660 0.505
C -5.821 0.691 0.520
O -6.518 1.687 0.757
C -4.397 0.786 0.222
C -3.794 2.047 0.191
C -2.464 2.187 -0.087
C -1.635 1.079 -0.369
C -2.252 -0.175 -0.337
C -3.603 -0.349 -0.040
H -1.645 -1.026 -0.590
N -0.309 1.175 -0.704
C 0.678 0.245 -0.210
H 1.335 -0.070 -1.025
H 0.205 -0.631 0.230
C 1.534 0.928 0.872
N 2.136 2.131 0.348
C 3.441 2.410 0.308
S 4.056 3.911 0.001
N 4.371 1.399 0.584
C 4.462 0.188 -0.069
O 3.592 -0.242 -0.796
C 5.723 -0.553 0.197
C 6.463 -0.395 1.367
C 7.618 -1.128 1.563
C 8.027 -2.011 0.578
C 7.304 -2.195 -0.589
C 6.145 -1.465 -0.768
H 5.551 -1.586 -1.660
H 7.649 -2.897 -1.330
F 9.154 -2.718 0.766
H 8.202 -1.025 2.464
H 6.131 0.276 2.145
H 5.255 1.793 0.888
C 1.150 3.073 -0.137
H 0.511 3.393 0.692
C 0.311 2.376 -1.214
H 0.979 2.074 -2.030
H -0.432 3.059 -1.618
H 1.658 3.944 -0.549
H 0.886 1.216 1.711
H 2.294 0.241 1.236
F -1.941 3.438 -0.039
H -4.400 2.912 0.412
C -7.777 -0.954 0.772
O -8.201 -2.085 0.753
O -8.540 0.095 1.025
H -7.991 0.930 0.990
H -5.931 -2.702 0.239
H -3.978 -3.651 0.139
H -2.459 -2.757 0.152
```

Results
- total charge = 0
- gap between HOMO and LUMO (hartree) = 0.302
- SMILES = CCn1cc(C(=O)O)c(=O)c2cc(F)c(N3CCN(C(=S)NC(=O)c4ccc(F)cc4)CC3)cc21
- HOMO (eV) = -8.36